{"formula": "C76H58CrN11P", "method": "the ωB97M-V functional and the def2-TZVPD basis", "elements": ["Cr", "C", "C", "C", "C", "N", "C", "N", "C", "N", "C", "N", "C", "C", "C", "C", "C", "N", "C", "C", "C", "C", "C", "C", "H", "H", "H", "H", "H", "H", "H", "H", "H", "H", "H", "H", "C", "N", "C", "N", "C", "C", "C", "C", "C", "C", "C", "C", "C", "C", "C", "C", "C", "C", "P", "C", "N", "C", "C", "N", "C", "C", "C", "C", "C", "C", "C", "C", "C", "C", "C", "C", "C", "C", "N", "C", "C", "N", "C", "C", "C", "C", "C", "C", "C", "C", "C", "C", "C", "C", "C", "H", "H", "H", "H", "H", "H", "H", "H", "H", "H", "H", "H", "H", "H", "H", "H", "H", "H", "H", "H", "H", "H", "H", "H", "H", "H", "H", "H", "H", "H", "H", "H", "H", "H", "H", "H", "H", "H", "H", "C", "C", "C", "C", "C", "C", "C", "C", "C", "C", "H", "H", "H", "H", "H", "H", "H"], "coordinates": [[-0.649, 0.970, -0.023], [1.292, -0.182, 5.178], [1.877, 0.953, 5.544], [1.984, 2.333, 3.351], [1.237, 2.182, 2.035], [0.494, 1.159, 1.702], [0.533, 0.026, 2.664], [1.354, 3.320, 1.321], [0.876, 3.509, 0.142], [0.187, 2.627, -0.639], [-0.043, 3.244, -1.848], [-0.575, 2.759, -2.913], [-1.151, 1.542, -3.003], [-1.472, 1.120, -4.306], [-2.084, -0.088, -4.508], [-2.424, -0.845, -3.390], [-2.127, -0.349, -2.137], [-1.453, 0.785, -1.919], [0.510, 4.599, -1.830], [0.548, 5.597, -2.783], [1.195, 6.777, -2.444], [1.777, 6.945, -1.190], [1.723, 5.942, -0.231], [1.087, 4.765, -0.576], [1.367, -1.204, 5.517], [2.619, 1.216, 6.283], [2.098, 3.410, 3.465], [-0.349, -0.576, 2.460], [-1.198, 1.775, -5.118], [-2.294, -0.457, -5.502], [-2.896, -1.807, -3.510], [-1.714, -2.050, -1.033], [0.088, 5.450, -3.750], [1.236, 7.588, -3.159], [2.287, 7.872, -0.968], [2.155, 6.065, 0.752], [-4.643, -2.106, -1.658], [-3.729, -1.638, -0.648], [-2.406, -1.133, -0.886], [-2.025, -0.438, 0.313], [-2.942, -0.764, 1.240], [-3.984, -1.500, 0.672], [-5.120, -2.138, 1.337], [-5.377, -3.492, 1.104], [-6.451, -4.116, 1.711], [-7.287, -3.397, 2.553], [-7.026, -2.059, 2.808], [-5.944, -1.433, 2.214], [-2.896, -0.502, 2.697], [-2.437, -1.507, 3.551], [-2.540, -1.359, 4.925], [-3.121, -0.218, 5.459], [-3.571, 0.785, 4.614], [-3.462, 0.645, 3.240], [0.015, -3.043, -2.058], [0.573, -2.830, -0.357], [0.601, -1.701, 0.337], [1.360, -1.959, 1.442], [1.787, -3.272, 1.423], [1.250, -3.821, 0.287], [1.321, -5.192, -0.170], [2.603, -3.991, 2.402], [3.643, -4.838, 2.022], [4.382, -5.511, 2.984], [4.099, -5.337, 4.330], [3.081, -4.477, 4.716], [2.337, -3.810, 3.761], [1.734, -0.853, 2.329], [3.041, -0.635, 2.542], [3.766, 0.485, 3.118], [3.371, 1.733, 3.384], [1.149, 1.786, 4.508], [0.422, 0.475, 4.127], [1.009, -1.712, -2.784], [1.502, -0.591, -2.256], [2.515, -0.200, -3.090], [2.626, -1.078, -4.151], [1.649, -2.009, -3.960], [1.403, -3.187, -4.763], [3.751, -1.271, -5.079], [3.619, -1.285, -6.465], [4.723, -1.552, -7.263], [5.955, -1.824, -6.690], [6.095, -1.797, -5.310], [5.002, -1.518, -4.510], [3.411, 0.936, -2.871], [3.971, 1.152, -1.616], [4.863, 2.196, -1.425], [5.199, 3.028, -2.482], [4.664, 2.800, -3.742], [3.776, 1.756, -3.940], [-4.832, -1.326, -2.396], [-5.587, -2.371, -1.190], [-4.241, -2.986, -2.166], [-4.709, -4.059, 0.467], [-6.640, -5.165, 1.526], [-8.132, -3.883, 3.021], [-7.675, -1.499, 3.466], [-5.741, -0.391, 2.416], [-2.005, -2.408, 3.133], [-2.168, -2.135, 5.580], [-3.232, -0.116, 6.530], [-4.019, 1.679, 5.027], [-3.835, 1.420, 2.585], [2.011, -5.280, -1.011], [0.335, -5.520, -0.497], [1.660, -5.829, 0.642], [3.893, -4.959, 0.976], [5.173, -6.184, 2.681], [4.675, -5.863, 5.079], [2.852, -4.343, 5.765], [1.526, -3.154, 4.050], [3.699, -1.409, 2.158], [4.816, 0.269, 3.280], [4.130, 2.411, 3.756], [0.501, 2.565, 4.915], [-0.634, 0.498, 4.397], [1.919, -3.092, -5.714], [0.333, -3.299, -4.933], [1.770, -4.077, -4.250], [2.661, -1.064, -6.918], [4.618, -1.544, -8.340], [6.806, -2.055, -7.315], [7.057, -1.998, -4.858], [5.105, -1.498, -3.432], [3.710, 0.488, -0.800], [5.293, 2.358, -0.447], [5.880, 3.854, -2.327], [4.938, 3.435, -4.574], [3.350, 1.574, -4.919], [-5.623, 3.774, -1.139], [-5.061, 2.543, -1.514], [-3.944, 2.069, -0.884], [-3.288, 2.782, 0.151], [-2.086, 2.336, 0.804], [-1.745, 3.006, 1.958], [-2.409, 4.160, 2.419], [-3.451, 4.676, 1.712], [-3.932, 3.983, 0.582], [-5.074, 4.464, -0.099], [-6.500, 4.148, -1.649], [-5.525, 1.960, -2.300], [-3.579, 1.099, -1.159], [-0.933, 2.665, 2.576], [-2.060, 4.647, 3.321], [-3.938, 5.596, 2.009], [-5.512, 5.396, 0.237]], "forces_ev_per_angstrom": [[0.1, 1.1, 0.9], [-0.2, 0.0, 0.2], [0.0, 0.0, 0.1], [0.1, -0.4, 0.2], [-0.4, -0.6, 0.0], [0.6, 0.4, 0.4], [0.5, 0.2, -0.1], [0.2, 0.8, -0.4], [0.3, -0.3, 0.7], [0.0, -0.5, -0.2], [-0.2, -0.4, -0.8], [0.2, 0.8, 0.1], [-0.2, -0.5, 0.2], [0.0, -0.1, 0.0], [0.1, 0.1, 0.2], [0.0, 0.0, 0.2], [0.0, -0.5, -0.2], [0.5, 0.1, -0.8], [0.3, 0.3, 0.5], [-0.1, -0.1, -0.1], [-0.1, 0.0, 0.0], [0.1, 0.0, 0.0], [0.0, -0.2, 0.2], [-0.2, 0.3, -0.7], [0.0, -0.1, 0.0], [0.0, 0.0, 0.1], [0.0, -0.1, 0.0], [0.1, 0.0, -0.1], [0.0, 0.0, 0.0], [0.0, 0.1, 0.0], [0.0, -0.1, 0.0], [1.0, -0.8, -0.5], [0.0, 0.0, 0.0], [0.0, 0.0, 0.0], [0.0, 0.0, 0.0], [0.1, 0.0, 0.0], [-0.2, -0.3, -0.2], [0.6, 0.6, 0.5], [-0.7, 1.1, 0.3], [-1.3, -1.2, -0.3], [0.5, 0.1, 0.0], [-0.1, -0.4, -0.5], [-0.2, -0.1, 0.1], [0.1, 0.1, 0.0], [0.0, 0.0, 0.0], [0.1, 0.0, 0.0], [-0.1, -0.1, 0.0], [0.1, 0.1, -0.1], [0.0, 0.1, 0.2], [0.0, 0.0, -0.1], [0.0, 0.0, 0.0], [0.0, 0.0, 0.0], [0.0, 0.0, 0.2], [-0.1, 0.1, 0.0], [-1.1, 0.4, 0.5], [0.1, 0.2, -0.1], [-0.2, 0.0, -0.3], [0.3, -0.5, 0.0], [-0.1, 0.2, 0.3], [0.1, 0.2, 0.0], [0.1, -0.2, -0.1], [-0.1, -0.1, 0.0], [0.0, 0.1, 0.1], [0.0, -0.1, 0.0], [0.1, 0.0, 0.0], [0.0, 0.0, 0.0], [0.0, -0.1, -0.1], [0.0, 0.2, -0.2], [-0.3, 0.0, 0.0], [0.0, 0.3, 0.0], [0.2, -0.1, -0.2], [0.0, 0.2, 0.2], [-0.2, -0.2, -0.2], [0.2, 0.3, 0.2], [0.1, -0.2, -0.2], [-0.3, -0.3, -0.2], [0.1, 0.2, 0.2], [-0.2, 0.0, 0.0], [0.1, -0.3, 0.0], [0.0, -0.1, 0.0], [0.0, 0.1, 0.1], [0.0, 0.0, -0.1], [0.0, 0.0, 0.0], [0.1, 0.0, 0.0], [0.0, 0.0, -0.1], [0.0, 0.1, 0.1], [-0.1, 0.1, 0.0], [-0.1, 0.0, 0.1], [0.1, 0.1, 0.0], [0.0, 0.0, -0.1], [-0.1, 0.0, 0.2], [0.1, 0.0, 0.0], [0.1, 0.0, 0.0], [0.0, 0.0, 0.0], [0.0, 0.0, 0.0], [0.0, 0.0, 0.0], [0.0, 0.0, 0.0], [0.0, 0.0, 0.0], [0.0, 0.0, 0.0], [0.0, 0.0, 0.0], [0.0, -0.1, 0.0], [0.1, 0.0, 0.0], [0.0, 0.0, 0.0], [0.0, 0.0, 0.0], [0.0, 0.0, 0.0], [0.1, 0.0, 0.0], [0.0, 0.0, 0.0], [0.0, 0.0, 0.0], [0.0, 0.0, 0.0], [0.0, 0.0, 0.0], [0.0, 0.0, 0.0], [0.0, 0.0, 0.0], [0.0, 0.0, 0.0], [0.0, 0.1, 0.0], [0.0, 0.0, 0.0], [-0.1, 0.0, -0.1], [0.0, 0.0, 0.0], [0.0, 0.0, 0.0], [0.1, 0.0, -0.1], [0.0, 0.0, -0.1], [0.0, 0.0, 0.0], [0.0, 0.0, 0.0], [0.0, 0.0, 0.0], [0.0, 0.0, 0.0], [0.0, 0.0, 0.0], [0.0, 0.0, 0.0], [0.0, 0.0, 0.1], [0.0, 0.0, 0.0], [0.0, 0.0, 0.0], [0.0, 0.0, 0.0], [-0.1, 0.1, 0.0], [0.1, -0.1, 0.1], [-0.1, 0.0, -0.2], [-0.1, 0.1, 0.1], [0.4, -0.4, 0.0], [0.0, 0.0, 0.0], [-0.2, 0.1, -0.1], [0.1, 0.0, 0.2], [0.1, -0.1, -0.2], [-0.1, 0.0, -0.1], [0.0, 0.0, 0.0], [0.0, 0.0, 0.0], [0.0, 0.0, 0.0], [0.0, 0.0, -0.1], [0.0, 0.0, 0.0], [0.0, 0.0, 0.0], [0.0, 0.0, 0.0]], "mulliken_charge": [0.97, -1.28, -1.29, -0.86, 0.38, 1.30, 0.35, -0.23, -0.59, 0.94, -0.54, -0.60, -0.76, -0.34, -1.47, -0.23, -0.09, 1.70, 0.11, -0.39, -0.78, -0.75, -0.40, 0.05, 0.43, 0.47, 0.61, -1.03, 0.61, 0.44, 0.52, -0.60, 0.57, 0.47, 0.45, 0.58, -1.08, 0.57, -2.06, 1.19, -2.22, 1.32, -0.01, -0.09, -0.93, -0.48, -0.85, -0.28, 1.51, -0.10, -1.04, -0.89, -1.46, 0.41, -0.76, -0.88, 0.99, -0.68, 0.48, 0.30, -1.09, 0.18, -0.33, -0.78, -0.49, -0.86, -0.14, 1.12, -0.45, -0.62, -1.37, -0.11, 1.36, -0.31, 0.52, -0.56, 0.96, 0.39, -1.13, -0.53, -0.29, -0.74, -0.43, -0.83, -0.26, 0.55, -0.45, -0.52, -0.44, -0.95, -0.44, 0.35, 0.57, 0.29, 0.40, 0.42, 0.43, 0.46, 0.51, 0.50, 0.52, 0.48, 0.47, 0.86, 0.27, 0.36, 0.58, 0.48, 0.40, 0.40, 0.44, 0.30, 0.68, 0.48, 0.41, 0.63, -0.24, 0.49, 0.39, 0.30, 0.57, 0.38, 0.41, 0.43, 0.39, 0.46, 0.46, 0.44, 0.42, 0.56, -1.13, -0.72, -0.36, 0.84, 1.30, 0.35, -1.12, -1.56, 1.18, -0.86, 0.40, 0.47, 0.97, -0.03, 0.63, 0.38, 0.44], "orbital_gap_ev": [4.3, 4.3], "total_charge": 1, "e_homo_ev": [-8.60, -8.60], "spin_multiplicity": 2, "lumo_energy_ev": [-4.3, -4.3]}